Formula: C56H58Cl2CsN9O7Se
Source: the OMol25 dataset
Level of theory: ωB97M-V/def2-TZVPD

Positions of all 134 atoms, in Å:
Cs1 -0.284 -0.436 1.182
C1 -6.593 4.830 0.836
C2 -5.954 5.142 2.159
C3 -6.516 6.064 3.029
C4 -5.938 6.346 4.258
C5 -4.784 5.676 4.631
C6 -4.208 4.743 3.785
C7 -4.776 4.482 2.540
N1 -4.244 3.550 1.631
C8 -3.045 2.834 1.818
N2 -1.975 3.651 2.058
C9 -0.619 3.246 2.248
C10 -0.243 2.446 3.321
C11 1.104 2.181 3.525
C12 2.059 2.705 2.669
C13 1.674 3.477 1.586
C14 0.334 3.750 1.354
C15 -0.086 4.537 0.139
N3 -2.959 1.565 1.726
C16 -4.185 0.862 1.623
C17 -4.860 0.510 2.788
C18 -6.052 -0.190 2.724
C19 -6.574 -0.545 1.488
C20 -5.897 -0.198 0.330
C21 -4.700 0.507 0.370
C22 -3.941 0.845 -0.881
H1 -7.439 5.491 0.651
H2 -6.962 3.801 0.801
H3 -5.877 4.941 0.020
H4 -7.425 6.572 2.732
H5 -6.390 7.072 4.920
H6 -4.329 5.863 5.594
H7 -3.325 4.206 4.094
H8 -4.950 2.961 1.207
H9 -2.100 4.589 1.713
H10 1.397 1.540 4.347
H11 3.105 2.481 2.830
H12 2.416 3.823 0.879
H13 0.775 4.712 -0.504
H14 -0.513 5.511 0.398
H15 -0.836 3.993 -0.436
H16 -4.410 0.778 3.740
H17 -6.562 -0.474 3.635
H18 -7.493 -1.113 1.427
H19 -6.291 -0.501 -0.632
H20 -4.563 0.744 -1.770
H21 -3.096 0.161 -0.987
H22 -3.536 1.858 -0.851
Se1 -1.496 1.450 4.583
N4 -1.020 -0.206 4.045
C23 -0.147 -0.639 5.014
C24 0.516 -1.869 4.990
C25 1.414 -2.194 6.007
C26 1.633 -1.333 7.069
C27 0.958 -0.111 7.128
C28 0.072 0.243 6.125
N5 -0.672 1.417 6.124
H23 0.380 -2.550 4.160
H24 1.941 -3.139 5.959
H25 2.328 -1.601 7.855
H26 1.115 0.576 7.951
C29 -2.452 -1.969 -4.372
C30 -1.223 -1.098 -4.107
C31 -1.213 0.102 -5.052
C32 0.043 -1.935 -4.336
N6 -1.381 -0.609 -2.734
N7 -0.297 0.043 -2.106
H27 -2.457 -2.323 -5.405
H28 -3.363 -1.400 -4.188
H29 -2.457 -2.838 -3.713
H30 -1.117 -0.217 -6.091
H31 -0.371 0.758 -4.821
H32 -2.136 0.671 -4.935
H33 0.054 -2.333 -5.353
H34 0.074 -2.774 -3.642
H35 0.946 -1.341 -4.214
H36 -1.677 -1.346 -2.096
H37 -0.271 1.024 -2.353
H38 0.612 -0.373 -2.295
C33 4.124 -5.076 -0.493
C34 3.083 -4.085 -0.020
C35 3.017 -2.791 -0.784
O1 2.352 -4.333 0.911
H39 5.105 -4.599 -0.505
H40 3.897 -5.382 -1.515
H41 4.133 -5.951 0.152
H42 2.574 -3.001 -1.766
H43 4.013 -2.392 -0.969
H44 2.415 -2.043 -0.268
Cl1 3.490 -0.615 -3.388
C36 4.557 0.504 -4.156
C37 4.530 0.612 -5.535
C38 5.353 1.533 -6.162
C39 6.192 2.339 -5.415
C40 6.211 2.209 -4.034
Cl2 7.278 3.224 -3.120
C41 5.409 1.290 -3.359
N8 5.419 1.208 -1.958
C42 5.869 0.055 -1.320
C43 6.697 -0.876 -1.953
C44 7.136 -2.010 -1.285
C45 6.773 -2.233 0.031
C46 5.968 -1.295 0.670
C47 5.509 -0.158 0.026
C48 4.645 0.830 0.762
C49 3.216 0.928 0.152
O2 3.056 1.790 -0.756
O3 2.378 0.132 0.597
H45 3.856 -0.013 -6.102
H46 5.334 1.626 -7.240
H47 6.834 3.067 -5.888
H48 4.572 1.631 -1.518
H49 6.988 -0.715 -2.983
H50 7.765 -2.722 -1.806
H51 7.109 -3.116 0.557
H52 5.669 -1.455 1.698
H53 5.108 1.820 0.741
H54 4.538 0.504 1.796
O4 -3.753 -3.431 0.155
C50 -2.631 -3.122 -0.246
O5 -2.010 -2.029 -0.160
C51 -1.852 -4.242 -0.966
C52 -0.486 -4.135 -1.199
C53 0.201 -5.151 -1.838
C54 -0.495 -6.275 -2.258
C55 -1.860 -6.406 -2.033
C56 -2.526 -5.390 -1.377
N9 0.221 -7.339 -2.941
O6 -0.417 -8.288 -3.362
O7 1.422 -7.220 -3.097
H55 0.029 -3.244 -0.865
H56 1.264 -5.088 -2.025
H57 -2.368 -7.299 -2.368
H58 -3.584 -5.455 -1.158

Output
Gap between HOMO and LUMO (hartree): 0.1677
HOMO energy (eV): -1.288
Total charge: -2

These are the Mulliken partial charges, in e, on atoms 1 to 99: Cs 1.11; C -1.44; C 0.92; C -0.75; C -0.57; C -0.94; C -0.15; C -0.02; N 0.24; C -0.55; N 0.33; C 0.46; C 0.06; C -0.32; C -1.10; C -0.56; C 1.04; C -1.87; N 0.38; C -1.08; C 0.00; C -0.80; C -0.72; C -0.82; C 1.57; C -1.20; H 0.41; H 0.30; H 0.31; H 0.34; H 0.37; H 0.43; H 0.56; H 0.42; H 0.35; H 0.41; H 0.36; H 0.29; H 0.40; H 0.39; H 0.27; H 0.32; H 0.39; H 0.38; H 0.38; H 0.48; H 0.14; H 0.17; Se 0.39; N -0.25; C 0.66; C -0.95; C -0.64; C -0.53; C -0.80; C 0.60; N -0.97; H 0.52; H 0.36; H 0.35; H 0.41; C -1.70; C 2.19; C -2.00; C -1.57; N 0.34; N 0.03; H 0.46; H 0.35; H 0.26; H 0.43; H 0.35; H 0.36; H 0.55; H 0.26; H 0.20; H -0.42; H 0.16; H -0.10; C -1.25; C 0.69; C 0.41; O -0.62; H 0.21; H 0.29; H 0.37; H 0.34; H -0.22; H -0.16; Cl 0.07; C 0.66; C -0.83; C -0.38; C -0.53; C 0.64; Cl -0.23; C -1.34; N 0.26; C 0.85

Formula: C56H59FMoN9O6Te
Source: the OMol25 dataset
Level of theory: ωB97M-V/def2-TZVPD

Positions of all 133 atoms, in Å:
Mo1 -0.229 0.849 -0.071
O1 -0.233 -0.622 3.976
C1 -0.010 -0.575 2.768
N1 0.052 0.563 2.033
C2 -0.256 1.761 2.790
C3 -1.567 2.312 2.310
C4 -2.471 2.973 3.128
C5 -3.670 3.408 2.591
C6 -3.934 3.185 1.246
C7 -2.983 2.532 0.487
N2 -1.833 2.101 1.014
C8 0.210 -1.867 2.030
C9 0.103 -3.074 2.712
C10 0.306 -4.243 1.998
C11 0.612 -4.164 0.648
C12 0.697 -2.911 0.060
N3 0.495 -1.792 0.741
H1 -0.309 1.540 3.856
H2 0.521 2.520 2.636
H3 -2.230 3.125 4.170
H4 -4.396 3.912 3.216
H5 -4.854 3.516 0.786
H6 -3.107 2.364 -0.574
H7 -0.127 -3.064 3.767
H8 0.235 -5.205 2.489
H9 0.788 -5.054 0.059
H10 0.920 -2.793 -0.995
C13 -6.686 -1.032 -4.126
C14 -5.413 -1.855 -4.060
N4 -4.559 -1.465 -2.927
C15 -3.646 -0.499 -3.122
C16 -2.727 -0.079 -2.199
C17 -1.850 1.083 -2.626
O2 -1.859 1.414 -3.793
O3 -1.224 1.717 -1.684
C18 -2.681 -0.748 -0.950
O4 -1.812 -0.583 -0.049
C19 -3.718 -1.737 -0.701
C20 -3.765 -2.377 0.548
C21 -4.733 -3.302 0.791
F1 -4.737 -3.972 1.960
C22 -5.732 -3.613 -0.155
C23 -5.675 -2.992 -1.389
C24 -4.650 -2.076 -1.687
N5 -6.748 -4.535 0.142
C25 -7.277 -4.719 1.471
C26 -8.789 -4.867 1.399
N6 -9.124 -6.016 0.482
C27 -8.538 -5.819 -0.892
C28 -7.036 -5.637 -0.741
H11 -7.313 -1.369 -4.950
H12 -6.458 0.021 -4.290
H13 -7.260 -1.111 -3.202
H14 -4.810 -1.733 -4.959
H15 -5.618 -2.921 -3.972
H16 -3.630 -0.030 -4.098
H17 -3.013 -2.157 1.294
H18 -6.456 -3.184 -2.110
H19 -7.049 -3.866 2.104
H20 -6.845 -5.606 1.960
H21 -9.256 -3.985 0.963
H22 -9.233 -5.082 2.369
H23 -10.135 -6.143 0.425
H24 -8.745 -6.879 0.883
H25 -9.014 -4.928 -1.299
H26 -8.800 -6.689 -1.491
H27 -6.592 -5.476 -1.721
H28 -6.604 -6.572 -0.347
C29 9.744 2.904 1.913
C30 8.314 2.527 1.668
C31 7.941 1.815 0.539
C32 6.619 1.449 0.302
C33 6.334 0.663 -0.947
C34 5.643 1.809 1.235
Te1 3.562 1.320 0.940
N7 1.843 0.507 -0.412
C35 1.537 0.239 -1.652
O5 0.364 -0.325 -1.745
C36 2.272 0.627 -2.867
C37 1.918 0.044 -4.082
C38 2.582 0.406 -5.241
C39 3.594 1.355 -5.196
C40 3.938 1.951 -3.990
C41 3.278 1.588 -2.829
C42 3.542 -0.530 1.935
C43 3.248 -0.423 3.293
C44 3.160 -1.556 4.084
C45 3.356 -2.799 3.504
C46 3.642 -2.896 2.154
C47 3.748 -1.770 1.338
C48 4.115 -1.956 -0.103
C49 5.987 2.550 2.376
C50 5.025 3.000 3.445
C51 7.322 2.884 2.570
H29 10.379 2.612 1.079
H30 10.125 2.417 2.812
H31 9.846 3.979 2.058
H32 8.697 1.535 -0.185
H33 6.880 1.083 -1.792
H34 5.278 0.641 -1.214
H35 6.665 -0.371 -0.833
H36 1.115 -0.679 -4.108
H37 2.308 -0.047 -6.183
H38 4.110 1.636 -6.104
H39 4.718 2.700 -3.958
H40 3.532 2.063 -1.888
H41 3.068 0.546 3.740
H42 2.926 -1.464 5.135
H43 3.280 -3.697 4.103
H44 3.792 -3.872 1.708
H45 3.753 -2.918 -0.467
H46 5.201 -1.953 -0.220
H47 3.711 -1.175 -0.743
H48 3.975 2.855 3.193
H49 5.170 4.060 3.654
H50 5.214 2.460 4.374
H51 7.591 3.448 3.457
N8 0.660 2.828 0.028
C52 1.173 3.863 0.060
N9 1.753 5.027 0.112
C53 0.985 6.223 -0.286
C54 1.332 6.579 -1.725
O6 2.728 6.734 -1.879
C55 3.423 5.541 -1.587
C56 3.202 5.139 -0.136
H52 1.270 7.030 0.391
H53 -0.077 6.016 -0.167
H54 0.876 7.529 -2.000
H55 0.961 5.800 -2.406
H56 4.480 5.732 -1.772
H57 3.086 4.736 -2.257
H58 3.581 5.909 0.538
H59 3.686 4.193 0.108

Output
Expectation value of S²: 3.77
Gap between HOMO and LUMO (spin up / spin down) (hartree): 0.2331 / 0.2615
HOMO energy (spin up / spin down) (eV): -10.923 / -11.753
Total charge: +2
Spin multiplicity: 4

These are the Mulliken partial charges, in e, on atoms 1 to 99: Mo -2.25; O -0.80; C -0.45; N 1.62; C -1.61; C 0.86; C -0.94; C -0.44; C -1.11; C -0.50; N 0.94; C 0.98; C -1.03; C -0.90; C -1.19; C -0.67; N 1.47; H 0.70; H 0.06; H 0.55; H 0.45; H 0.50; H 0.59; H 0.59; H 0.56; H 0.54; H 0.37; C -1.04; C -1.12; N 0.28; C -0.15; C 0.13; C 0.13; O -0.76; O -0.45; C 0.70; O -0.08; C 0.82; C -0.16; C -0.22; F -0.37; C -1.45; C -0.74; C 0.00; N 0.32; C -0.61; C -0.88; N -0.15; C -0.68; C -0.74; H 0.39; H 0.35; H 0.31; H 0.49; H 0.53; H 0.73; H 0.63; H 0.80; H 0.46; H 0.38; H 0.36; H 0.42; H 0.36; H 0.40; H 0.38; H 0.40; H 0.52; H 0.24; C -1.60; C 0.66; C -0.68; C 0.70; C -1.55; C 0.44; Te -0.20; N 0.85; C 1.81; O -0.65; C 0.22; C -0.26; C -0.99; C -0.59; C -1.18; C -0.04; C 0.99; C -0.53; C -0.75; C -0.83; C -0.43; C 0.89; C -1.69; C 0.54; C -1.93; C -0.67; H 0.36; H 0.33; H 0.37; H 0.38; H 0.53

The evaluated E for the records listed, in turn: -177697.9190; -96580.6338 eV.
The evaluated ΔE to the lowest compared entry with this formula, charge and spin for the records listed, in turn: 0.0; 12.5 kcal/mol.